Record 1
One molecule with the formula C3H4N4, computed with ωB97M-V with the def2-TZVPD basis set.

Properties
SMILES string: [H]/N=N\c1c[nH]cn1
Net charge: 0
HOMO-LUMO gap in eV: 9.630
Spin multiplicity: 1
ΔE to the lowest compared entry with this formula, charge and spin in kcal/mol: 75.6

Last column: Mulliken charge in e.
Geometry (Å):
C: 0.57157 0.28944 -0.20089  0.630
C: -0.43695 1.16821 -0.02385  -0.535
C: -1.14754 -0.99301 -0.03475  -0.195
H: 2.38750 -1.30894 0.54244  0.287
H: -0.45144 2.21763 0.11068  0.410
H: -2.49021 0.76795 0.17201  0.261
H: -1.91281 -1.77595 -0.02820  0.345
N: 2.81859 -0.33067 0.10043  -0.369
N: 2.02673 0.65212 -0.28324  -0.158
N: -1.53454 0.33530 -0.04550  -0.078
N: 0.16909 -1.02209 -0.30913  -0.598

***

Record 2
A 7-piece molecular cluster, C24H37BClN3O28S6 overall, computed with ωB97M-V with the def2-TZVPD basis set.

Properties
SMILES string: NCc1nc2cc(CCC(=O)O)cc(B(O)O)c2nc1Cl.O=S1(=O)OCCO1.O=S1(=O)OCCO1.O=S1(=O)OCCO1.O=S1(=O)OCCO1.O=S1(=O)OCCO1.O=S1(=O)OCCO1
Net charge: 0
HOMO-LUMO gap in eV: 8.754
Spin multiplicity: 1

Last column: Mulliken charge in e.
Geometry (Å):
N: -3.05773 3.19974 -2.26599  -0.546
C: -2.49161 1.87958 -1.92703  0.470
C: -1.38219 1.39693 -2.83189  0.315
N: -0.24804 1.08789 -2.25852  -0.402
C: 0.74195 0.62127 -3.08447  -0.089
C: 1.96431 0.24084 -2.48755  -0.823
C: 3.00337 -0.25383 -3.22289  0.246
C: 4.32087 -0.69685 -2.61310  -1.407
C: 4.38010 -2.23828 -2.47374  -0.516
C: 3.63169 -2.78150 -1.27957  0.331
O: 3.61393 -3.95171 -0.99867  -0.636
O: 2.95497 -1.86158 -0.53189  0.155
C: 2.81885 -0.34133 -4.63458  -0.343
C: 1.64415 0.02553 -5.24821  -0.201
B: 1.54200 -0.12835 -6.81736  0.588
O: 2.08331 -1.27351 -7.40109  -0.550
O: 0.93599 0.80237 -7.61799  -0.501
C: 0.55418 0.51906 -4.46267  0.766
N: -0.62836 0.83484 -5.07839  -0.565
C: -1.53491 1.23628 -4.24872  0.379
Cl: -3.10304 1.59259 -4.95556  -0.194
H: -2.60393 3.59308 -3.08180  0.322
H: -4.01040 3.04581 -2.57517  0.329
H: -3.25705 1.10731 -1.82130  -0.636
H: -2.03788 1.97865 -0.94088  0.272
H: 2.06099 0.35292 -1.41426  0.904
H: 5.10187 -0.35782 -3.29128  0.578
H: 4.37418 -0.25337 -1.62108  0.330
H: 5.41666 -2.56836 -2.43709  0.406
H: 3.91366 -2.68252 -3.35558  0.306
H: 2.01171 -2.02139 -0.68104  0.102
H: 3.64161 -0.73444 -5.22310  0.509
H: 1.69531 -2.03282 -6.94768  0.316
H: 0.34254 0.31891 -8.20654  0.301
C: 2.65508 0.43873 4.31614  0.131
C: 4.16283 0.49975 4.22513  -0.544
O: 4.53730 -0.64480 3.43846  -0.270
S: 3.38380 -0.94289 2.37446  1.172
O: 3.72180 -0.37404 1.11915  -0.369
O: 3.01210 -2.30949 2.49603  -0.679
O: 2.23859 -0.02792 3.02078  -0.269
H: 2.32634 -0.29090 5.06038  0.262
H: 2.21086 1.40994 4.54225  -0.118
H: 4.64175 0.45702 5.19955  0.399
H: 4.49218 1.39688 3.69394  0.320
C: 0.21229 -4.75781 -1.29783  -0.338
C: -0.81386 -5.73537 -1.83380  -0.421
O: -1.85157 -4.87394 -2.38699  -0.350
S: -1.14263 -3.54643 -2.95498  1.055
O: -0.94009 -3.68020 -4.35246  -0.599
O: -1.81908 -2.42822 -2.39329  -0.489
O: 0.25295 -3.69082 -2.23732  -0.147
H: -0.10524 -4.35746 -0.33217  0.273
H: 1.20578 -5.18909 -1.19885  0.319
H: -1.21566 -6.38966 -1.06689  0.340
H: -0.40981 -6.33817 -2.64853  0.313
C: -2.17150 3.12770 5.41703  -0.296
C: -1.67151 2.20163 4.33172  -0.218
O: -0.41607 2.77623 3.93015  -0.266
S: 0.28073 3.47196 5.18535  1.094
O: 1.24115 2.57423 5.73968  -0.631
O: 0.63501 4.79499 4.82594  -0.566
O: -0.99089 3.49992 6.15033  -0.332
H: -2.61475 4.03118 4.99667  0.303
H: -2.88833 2.64333 6.07343  0.277
H: -2.35260 2.13921 3.48922  0.340
H: -1.47903 1.19857 4.71916  0.237
C: -5.47716 -0.54203 -2.14304  -0.426
C: -5.49640 -1.67484 -1.14029  -0.305
O: -6.27311 -1.16449 -0.04466  -0.360
S: -7.39902 -0.17521 -0.60247  1.062
O: -8.62382 -0.88289 -0.71637  -0.564
O: -7.30910 1.04605 0.11569  -0.467
O: -6.79389 0.02887 -2.06481  -0.350
H: -4.75279 0.22530 -1.86522  -0.082
H: -5.27261 -0.88129 -3.15412  0.385
H: -4.50281 -1.95281 -0.80485  0.301
H: -6.00610 -2.55447 -1.53912  0.359
C: -8.05086 1.44025 3.32781  -0.137
C: -7.91502 1.09568 4.79499  -0.338
O: -6.57866 1.50265 5.12954  -0.323
S: -6.17777 2.78351 4.25564  1.071
O: -6.37888 3.95072 5.03598  -0.570
O: -4.93139 2.51464 3.62557  -0.442
O: -7.34740 2.68177 3.18031  -0.295
H: -7.56635 0.69756 2.69386  0.040
H: -9.08667 1.55422 3.02165  0.371
H: -8.05136 0.03643 4.99250  0.317
H: -8.61133 1.67125 5.40847  0.295
C: 8.89103 0.94627 0.37419  -0.354
C: 9.40435 0.57012 1.74791  -0.408
O: 8.32055 0.88250 2.63010  -0.370
S: 6.92431 0.63652 1.87633  1.353
O: 6.42049 -0.63326 2.23405  -0.533
O: 6.14196 1.81375 2.00574  -0.626
O: 7.51277 0.55982 0.38294  -0.259
H: 8.94480 2.02469 0.21079  0.303
H: 9.42034 0.43261 -0.42398  0.305
H: 10.29382 1.12677 2.02934  0.317
H: 9.60709 -0.50069 1.82035  0.279

***

Record 3
C68H156Cu2O32 as an isolated structure, computed with ωB97M-V with the def2-TZVPD basis set.

Properties
Net charge: 0
HOMO-LUMO gap in eV: 7.568
Spin multiplicity: 1
ΔE to the lowest compared entry with this formula, charge and spin in kcal/mol: 39.9

Last column: Mulliken charge in e.
Geometry (Å):
Cu: 1.59529 1.61100 -2.45753  1.081
Cu: -2.02865 -2.96599 3.14445  0.633
C: 0.90095 -0.45185 1.27472  0.968
C: -0.24048 -1.23607 1.56805  0.149
C: -1.26975 -1.68917 0.48107  -0.155
O: -2.17490 -2.50450 0.88379  -0.807
C: -1.09786 -1.18568 -0.81662  0.849
C: -0.13384 -0.15484 -1.04082  -0.792
C: 0.96959 0.13624 0.02094  -0.240
O: 1.86809 1.00967 -0.33152  0.779
O: -0.10993 0.56495 -2.02195  0.785
O: -0.42824 -1.55318 2.78009  -0.288
H: 1.51358 -0.25268 2.11201  -1.874
H: -1.94526 -1.35870 -1.51248  -0.021
C: 4.60913 4.77734 3.79961  -0.205
C: 6.12782 5.18663 3.96383  -0.771
C: 6.91379 5.04679 2.63472  -0.891
C: 7.35164 3.65714 2.33393  0.281
C: 8.05589 3.51021 1.00025  0.122
C: 8.56808 2.05603 0.80592  -1.191
H: 4.50260 3.77285 3.34090  -0.518
H: 4.14734 5.57526 3.19722  0.427
H: 4.10423 4.70932 4.71233  0.359
H: 6.23645 6.21211 4.33069  0.455
H: 6.58994 4.55898 4.77250  0.101
H: 7.83785 5.61059 2.74955  0.428
H: 6.37238 5.40276 1.79199  0.282
H: 7.99193 3.38067 3.13978  0.588
H: 6.53906 2.85422 2.31752  -0.499
H: 7.31880 3.58185 0.19755  -0.326
H: 8.86626 4.17209 0.88927  0.466
H: 9.39570 1.96572 1.56620  0.322
H: 7.87407 1.27691 0.94442  0.056
H: 8.95506 1.84078 -0.15453  0.506
C: -5.37980 -5.21679 2.47912  -0.650
O: -5.11822 -4.11962 3.29315  -0.362
C: -5.27811 -2.88964 2.78745  -0.027
C: -4.93148 -1.87544 3.85243  -0.962
O: -3.53530 -1.61620 3.84034  1.033
C: -3.14843 -0.72161 4.84963  -1.003
H: -6.43692 -5.27741 2.23401  0.374
H: -5.13912 -6.11466 3.02269  0.274
H: -4.85610 -5.22450 1.49832  0.104
H: -6.35183 -2.67553 2.61937  0.479
H: -4.69115 -2.65164 1.89765  -0.222
H: -5.35071 -2.25328 4.82533  0.300
H: -5.42468 -0.95197 3.52050  0.466
H: -3.78248 0.19364 4.74849  0.413
H: -2.15204 -0.53956 4.70679  0.018
H: -3.31306 -1.12909 5.84356  0.231
C: 2.38559 2.44113 2.77148  3.109
O: 2.08207 3.75737 2.94471  -0.103
C: 0.65326 4.06531 2.77493  -0.017
C: -0.25893 3.61994 3.92062  -0.362
O: 0.01397 4.32220 5.12067  -0.545
C: 1.27150 4.05721 5.70774  -0.145
H: 1.68330 1.74572 3.31601  -1.246
H: 3.44836 2.28351 3.03686  -0.732
H: 2.29915 2.10583 1.69808  -0.970
H: 0.25845 3.70033 1.84140  -0.069
H: 0.68706 5.17776 2.79320  0.295
H: -0.15696 2.58102 4.05806  -0.003
H: -1.25559 3.92214 3.71338  0.477
H: 1.26218 4.47099 6.72944  0.401
H: 2.07896 4.52861 5.13509  -0.006
H: 1.35717 2.96442 5.72905  0.025
C: 5.47181 2.14435 6.47704  -0.315
O: 5.99094 1.11970 5.66120  -0.232
C: 5.46729 -0.23870 6.04280  -1.351
C: 4.18219 -0.56919 5.27684  0.484
O: 3.15349 0.42646 5.43244  -0.264
C: 1.89661 -0.15156 4.95296  -0.397
H: 5.95816 3.00758 6.06724  -0.107
H: 5.85381 2.00984 7.57376  0.246
H: 4.41513 2.28216 6.47915  0.228
H: 5.42439 -0.27319 7.10365  0.567
H: 6.19529 -0.94662 5.68522  0.320
H: 3.70994 -1.48709 5.70151  0.365
H: 4.36979 -0.72493 4.18878  -0.316
H: 1.66839 -1.07670 5.49042  0.622
H: 1.94428 -0.42711 3.91990  0.297
H: 1.06287 0.60210 5.08411  -0.161
C: -10.08080 -4.16864 -1.15322  -0.832
O: -9.01965 -3.94084 -0.26819  -0.390
C: -7.93202 -3.09340 -0.72266  0.240
C: -8.30614 -1.63901 -0.58175  -0.385
O: -7.25243 -0.85476 -1.18829  -0.155
C: -6.97840 0.24070 -0.36259  0.048
H: -9.67634 -4.27426 -2.13020  0.383
H: -10.89760 -3.47486 -1.19600  0.289
H: -10.55219 -5.11902 -0.87384  0.266
H: -7.64972 -3.23608 -1.76235  0.283
H: -7.03215 -3.36348 -0.17211  -0.257
H: -8.36646 -1.29432 0.45058  0.354
H: -9.28237 -1.39541 -1.05616  0.213
H: -6.71973 -0.03648 0.65856  0.166
H: -7.80377 0.94680 -0.35639  0.417
H: -6.12924 0.79234 -0.82392  -0.583
C: 1.48128 -2.09479 -3.04271  0.762
O: 2.32524 -3.19614 -3.15983  -0.362
C: 2.08141 -3.99432 -4.35265  0.174
C: 3.03717 -3.49783 -5.48647  -0.982
O: 2.69000 -2.28027 -6.01232  -0.251
C: 1.68966 -2.40019 -7.04473  -0.495
H: 1.77072 -1.64192 -2.14759  -0.500
H: 0.45975 -2.42314 -2.98242  -0.003
H: 1.58543 -1.42502 -3.90737  -0.021
H: 1.01442 -3.94745 -4.59154  -0.285
H: 2.49330 -4.99186 -4.14129  0.425
H: 3.05929 -4.29695 -6.25197  0.440
H: 4.04940 -3.52069 -5.04437  0.342
H: 1.57403 -1.46087 -7.58105  0.240
H: 0.77529 -2.62492 -6.45804  0.035
H: 1.90858 -3.22402 -7.75435  0.352
C: -0.61191 -2.77241 6.42720  -0.534
O: -1.75509 -3.15347 5.77172  -0.099
C: -1.96069 -4.60205 5.87969  -1.037
C: -1.35919 -5.52580 4.80896  -0.355
O: -1.81220 -5.14688 3.51249  -0.063
C: -1.17026 -5.93072 2.48938  -0.506
H: -0.58599 -1.70732 6.37290  0.133
H: 0.27855 -3.21706 5.89735  0.083
H: -0.70665 -3.02841 7.50748  0.360
H: -3.01266 -4.59296 5.63901  0.303
H: -1.82490 -5.09377 6.86200  0.528
H: -1.61692 -6.52223 5.10308  0.481
H: -0.24461 -5.50557 4.76213  0.172
H: -1.52673 -5.62031 1.49028  -0.060
H: -1.42508 -7.00136 2.70940  0.438
H: -0.04265 -5.87019 2.50824  0.103
C: -4.09397 -3.83736 -1.51920  0.098
O: -3.79541 -3.82805 -2.92789  -0.404
C: -2.47272 -4.15265 -3.23140  0.775
C: -2.39038 -4.23058 -4.74977  -0.723
O: -3.05804 -5.37149 -5.19107  -0.384
C: -3.61851 -5.27867 -6.47303  -0.737
H: -3.25422 -3.40825 -0.99716  -0.112
H: -4.31904 -4.81448 -1.20067  0.558
H: -4.98435 -3.22738 -1.42922  -0.516
H: -2.12642 -5.09494 -2.73780  0.486
H: -1.73873 -3.43281 -2.80110  -0.587
H: -1.36417 -4.33975 -5.16127  0.377
H: -2.88449 -3.32179 -5.09915  0.179
H: -2.84157 -5.15783 -7.24046  0.308
H: -4.37779 -4.51373 -6.69681  0.260
H: -4.12459 -6.27428 -6.60778  0.269
C: 0.68045 3.29844 -4.86451  -1.359
O: 1.74671 2.40257 -4.44209  -0.092
C: 3.02347 3.08214 -4.64553  -0.462
C: 3.98911 1.99504 -4.34131  -1.007
O: 3.91554 1.72010 -2.90824  0.310
C: 4.68123 0.64070 -2.37795  -0.449
H: -0.26398 2.89389 -4.58046  0.174
H: 0.55598 3.32366 -5.97043  0.467
H: 0.83802 4.29058 -4.48483  0.521
H: 3.10894 3.93137 -3.97496  0.005
H: 3.06756 3.37343 -5.69282  0.490
H: 5.00540 2.27756 -4.63215  0.372
H: 3.66086 1.14575 -4.82512  0.525
H: 4.07489 0.22837 -1.57509  -0.250
H: 5.70234 0.96971 -2.12998  0.230
H: 4.69843 -0.19139 -3.11270  0.382
C: 0.14276 -5.43215 -1.17610  -0.691
O: 0.43449 -4.82265 0.04974  0.301
C: 1.75858 -4.36227 0.12218  -0.909
C: 2.08184 -3.91600 1.47616  0.708
O: 2.15619 -5.07331 2.38506  -0.435
C: 3.03204 -4.88414 3.45827  -0.657
H: -0.80310 -5.87802 -1.06744  0.343
H: 0.91841 -6.23564 -1.40040  0.342
H: 0.18245 -4.77893 -2.06999  -0.146
H: 2.03548 -3.65278 -0.64059  -0.038
H: 2.37860 -5.22965 -0.15254  0.597
H: 1.35986 -3.18976 1.86356  -0.141
H: 3.07595 -3.52796 1.49175  -0.143
H: 2.81732 -3.94255 4.04480  0.093
H: 4.07245 -4.86918 3.10655  0.295
H: 2.86743 -5.70969 4.16350  0.346
C: -5.50070 6.63614 -4.34585  -0.417
O: -5.22675 6.00658 -5.58543  -0.405
C: -4.52362 4.81898 -5.46797  -0.692
C: -3.23822 4.89889 -4.67121  0.716
O: -2.45789 6.02424 -4.98791  -0.425
C: -1.82049 5.88715 -6.22783  -0.547
H: -4.94545 7.55759 -4.20526  0.236
H: -5.30712 5.95393 -3.48409  -0.030
H: -6.54413 6.86701 -4.26534  0.339
H: -4.27383 4.62639 -6.53396  0.372
H: -5.11527 3.97502 -5.04969  0.420
H: -2.68688 3.96296 -4.90381  0.069
H: -3.42961 4.88937 -3.57755  -0.264
H: -1.18076 5.02437 -6.21582  0.076
H: -1.23205 6.76866 -6.37571  0.348
H: -2.45129 5.84069 -7.13068  0.299
C: -4.72891 4.71903 0.14846  -0.822
O: -3.70211 4.18810 -0.69067  -0.275
C: -4.01516 2.91262 -1.26304  -1.251
C: -3.47823 1.71731 -0.43594  1.153
O: -4.09192 1.76294 0.82351  -0.887
C: -3.79349 0.78917 1.75891  0.033
H: -5.55142 4.04368 0.15034  0.341
H: -5.01601 5.68830 -0.18636  0.294
H: -4.31625 4.96990 1.18466  0.198
H: -3.65068 2.92476 -2.27274  0.061
H: -5.11468 2.83507 -1.36681  0.587
H: -2.36867 1.69691 -0.26963  -0.175
H: -3.76498 0.76220 -0.93217  0.292
H: -3.90019 -0.27428 1.45304  -0.123
H: -4.42353 0.96507 2.63317  0.398
H: -2.74370 0.76788 2.11834  -0.001
C: -6.39745 0.43343 -4.72574  -0.939
O: -5.04281 0.55530 -4.18440  0.117
C: -4.28106 -0.65236 -4.38228  -1.367
C: -2.76629 -0.42803 -4.13430  1.760
O: -2.10067 0.12542 -5.24554  -0.660
C: -0.74338 -0.04303 -5.16765  0.706
H: -6.32394 0.33460 -5.85156  0.284
H: -6.82556 1.39262 -4.57573  0.313
H: -6.93785 -0.39936 -4.26471  0.216
H: -4.44852 -0.97625 -5.38192  0.561
H: -4.68073 -1.32630 -3.61423  0.370
H: -2.35214 -1.41676 -4.04078  -0.950
H: -2.57335 0.18393 -3.22663  -0.288
H: -0.42383 0.41625 -4.19467  -0.528
H: -0.35657 0.27922 -6.10906  0.545
H: -0.43458 -1.08720 -5.09123  -0.525
C: 7.68615 -0.90945 3.66234  -0.721
O: 7.04724 -2.18701 3.72982  -0.404
C: 6.69906 -2.71664 2.46337  -1.308
C: 5.47425 -2.02389 1.89207  0.611
O: 5.76007 -0.74598 1.43630  -0.316
C: 4.56512 -0.03164 1.27186  1.509
H: 6.94552 -0.13371 3.40447  0.260
H: 8.45272 -0.95634 2.90019  0.423
H: 8.14417 -0.64219 4.61288  0.229
H: 6.50519 -3.74869 2.55393  0.518
H: 7.54279 -2.60927 1.73679  0.357
H: 4.64991 -2.07402 2.68266  -0.169
H: 5.10876 -2.61516 1.01604  0.300
H: 4.82716 0.85608 0.66586  -0.629
H: 4.16899 0.32141 2.25698  -0.337
H: 3.83335 -0.62048 0.67543  -0.376
C: -0.48531 3.94499 -1.49986  0.349
O: 0.83492 4.32673 -1.99899  -0.012
C: 1.61898 4.92043 -0.95391  0.472
C: 2.96424 5.50063 -1.38417  -1.554
O: 3.96203 4.63959 -1.67251  -0.407
C: 4.48866 3.92241 -0.62954  -0.036
H: -1.06613 3.62671 -2.36765  -0.553
H: -0.98079 4.86161 -1.03669  0.511
H: -0.32644 3.12747 -0.76129  -0.454
H: 1.83814 4.26537 -0.10872  -0.302
H: 1.06391 5.83002 -0.51016  0.383
H: 3.22805 6.13546 -0.52312  0.567
H: 2.75612 6.11785 -2.21940  0.410
H: 5.55216 3.62939 -0.92981  -0.249
H: 3.87431 3.02409 -0.41371  -0.255
H: 4.59802 4.49980 0.27301  0.588

***

Number 1: HOMO level -9.19 eV, maximum force 5.855 eV/A, molecular weight 96.093 g/mol. Number 2: HOMO level -9.03 eV, maximum force 2.128 eV/A, molecular weight 1054.220 g/mol. Number 3: HOMO level -7.51 eV, maximum force 3.071 eV/A, molecular weight 1613.056 g/mol.